One molecule with the formula C13H18N4O4S2, computed with wB97M-V/def2-TZVPD.

Energy relative to the best compared isomer or geometry (same formula, charge and spin): 0.000 eV
SMILES: CCCCC(=O)Nc1nnc(S(=O)(=O)N(C)Cc2ccco2)s1
HOMO-LUMO gap: 8.98 eV

The geometry in ORCA input format:
```
! RIJCOSX wB97M-V def2-TZVPD def2/J DEFGRID3
* xyz 0 1
C 3.35 1.33 -0.61
H 5.32 -0.66 1.47
S 2.48 -1.80 -0.26
N 1.21 0.05 1.33
H 2.19 4.09 0.70
C 1.61 2.62 -0.80
C -4.25 -0.65 -0.90
O 2.18 1.49 -1.26
H -4.21 -3.40 1.20
N 0.13 0.79 1.50
C -3.29 0.49 -1.28
H 3.96 -1.73 1.91
C -3.10 1.41 -0.10
C -3.66 -1.61 0.13
C 2.39 3.19 0.16
H -4.50 -1.21 -1.80
H -2.35 0.09 -1.64
C 4.16 0.11 -0.90
N 3.89 -0.99 0.01
C -0.78 0.61 0.59
C 1.17 -0.71 0.29
C 4.24 -0.81 1.40
H -2.74 -2.05 -0.26
C -4.64 -2.73 0.47
H 0.67 2.91 -1.22
O 2.44 -2.95 0.57
N -1.93 1.33 0.65
H -5.56 -2.31 0.89
C 3.52 2.35 0.28
H -1.94 1.97 1.44
H 3.71 0.03 1.85
O -3.93 2.21 0.26
H -3.41 -1.06 1.04
H 5.22 0.34 -0.85
H 4.36 2.50 0.94
H 3.91 -0.26 -1.90
O 2.30 -1.95 -1.67
H -3.75 1.08 -2.07
H -4.89 -3.30 -0.42
S -0.30 -0.58 -0.63
H -5.17 -0.21 -0.51
*
```

Listed below, in e, are the natural (NBO) charges computed for each atom: 0.24, 0.20, 2.33, -0.22, 0.23, 0.08, -0.38, -0.41, 0.21, -0.31, -0.50, 0.24, 0.70, -0.40, -0.30, 0.21, 0.21, -0.28, -0.65, 0.23, -0.30, -0.44, 0.20, -0.60, 0.21, -0.91, -0.64, 0.20, -0.29, 0.44, 0.22, -0.57, 0.20, 0.23, 0.23, 0.26, -0.93, 0.25, 0.20, 0.40, 0.22